C18H32N7ReSbSe4 | the ωB97M-V functional and the def2-TZVPD basis

Each line ends with the Mulliken charge.
Atoms and positions in Å:
1 Re -0.20090 -0.39636 -0.15845  0.04
2 Sb -1.48559 5.45963 -0.54758  0.96
3 Se -1.84968 2.73101 -1.02173  -0.12
4 Se 0.05996 5.97890 -2.15214  -0.25
5 Se -0.05506 1.98414 0.16780  -0.20
6 Se -2.77236 5.78185 1.31248  -0.24
7 N -1.17546 -1.67173 -1.17986  0.62
8 N 1.67301 -0.75894 -0.38397  0.42
9 N -1.89154 -0.33217 2.83362  0.11
10 N 0.04946 -1.09812 1.64078  -0.01
11 N 3.76560 -0.73021 -1.59456  -0.01
12 N 2.07620 0.40629 -2.43198  0.23
13 N -0.68348 -1.89441 3.79985  -0.02
14 C 2.49374 -0.37064 -1.43584  0.17
15 C -1.67618 -3.30147 -2.66703  -0.79
16 C -3.39826 -1.68924 0.19896  -1.26
17 C -0.70315 -2.44916 -2.32511  0.52
18 C -0.81120 -1.10817 2.73137  0.51
19 C 0.64198 -2.37223 -2.96123  -1.01
20 C 4.64950 -1.72284 -0.94671  -0.96
21 C -2.56297 -0.50961 4.13108  -0.64
22 C -1.76837 -1.63699 4.77219  -0.84
23 C -2.51061 -2.16973 -0.89693  0.66
24 C 0.79030 1.00482 -2.75210  -1.10
25 C 2.28587 -1.60228 0.66818  -0.91
26 C -2.39161 0.74297 2.00187  -0.77
27 C 0.17099 -3.05240 4.13306  -1.06
28 C 1.33377 -1.81496 1.83964  -1.00
29 C 3.18167 0.73691 -3.34663  -0.61
30 C 4.31815 -0.13447 -2.83134  -0.83
31 C -2.79322 -3.13296 -1.78064  -0.83
32 H 0.84498 -1.42561 -3.46098  0.12
33 H 1.80365 -1.44036 2.74682  0.65
34 H -2.51158 0.42004 4.69777  0.38
35 H -2.31352 0.52586 0.93434  -0.02
36 H -1.60693 -4.01063 -3.47857  0.51
37 H 3.39690 1.80385 -3.29059  0.39
38 H -3.75234 -0.66692 0.04752  0.24
39 H 4.57767 -0.93664 -3.52137  0.46
40 H 5.56089 -1.74073 -1.53457  0.45
41 H -3.45771 0.83854 2.20290  0.32
42 H 4.22421 -2.72268 -0.97608  0.37
43 H -2.94907 -1.78203 1.19021  0.17
44 H 5.21935 0.42624 -2.59413  0.43
45 H -1.33885 -1.37075 5.73528  0.44
46 H 2.89395 0.49359 -4.36814  0.41
47 H -3.71950 -3.68838 -1.80409  0.50
48 H 1.15960 -2.87896 1.95426  0.38
49 H 2.54480 -2.57025 0.24700  0.35
50 H 4.92376 -1.44146 0.06490  0.33
51 H -0.06248 0.40046 -2.41917  0.62
52 H -3.60957 -0.76148 3.96994  0.40
53 H -4.28304 -2.32314 0.19513  0.47
54 H -0.19869 -3.43561 5.07849  0.43
55 H -2.35510 -2.54650 4.89119  0.47
56 H 0.68554 2.01575 -2.36997  0.23
57 H -1.91019 1.69521 2.21043  0.39
58 H 0.07344 -3.85037 3.40068  0.44
59 H 0.71526 1.03859 -3.83851  0.44
60 H 1.20982 -2.77390 4.27771  0.35
61 H 3.19390 -1.12556 1.02786  0.48
62 H 0.66565 -3.13997 -3.73268  0.45
63 H 1.45551 -2.60445 -2.26774  0.16

Its total charge is +3. The calculation puts the orbital gap (spin up / spin down) at 5.3 / 5.3 eV.


C18H32NO2S | the ωB97M-V functional and the def2-TZVPD basis

Each line ends with the Mulliken charge.
Atoms and positions in Å:
1 S 1.45902 0.79563 0.52864  -0.04
2 O 3.48615 -1.08072 4.40487  -0.20
3 O 3.55794 -2.27906 3.85026  -0.30
4 N 3.37967 0.29480 2.35795  0.29
5 C -3.08781 -1.66186 -1.19123  -0.45
6 C -4.28450 -1.63555 -0.05765  -0.58
7 C 1.49150 -0.64113 -2.92192  -0.57
8 C -5.27857 -0.32174 -0.16192  -0.59
9 C -4.93792 2.29017 0.68698  -0.58
10 C 3.17802 0.29428 -0.13330  -0.01
11 C 2.25478 0.80576 -2.69169  -0.70
12 C -1.61889 -1.55285 -0.39925  -0.46
13 C 7.05593 1.16362 1.09695  -0.51
14 C -5.11313 0.71669 1.11561  -0.56
15 C 5.64729 0.96360 0.97978  -0.53
16 C 1.99114 0.14875 2.24637  -0.12
17 C 4.00809 0.95205 1.11791  0.15
18 C -0.07527 -0.64628 -2.35383  -0.47
19 C 4.25735 -0.12397 3.55158  -0.38
20 C 3.56126 0.68101 -1.67960  -0.66
21 C -0.41395 -2.00557 -1.45470  -0.50
22 C -3.71087 2.56000 -0.38735  -0.39
23 H 1.38801 -0.77902 -4.10192  0.35
24 H 3.69700 2.10293 1.17143  0.36
25 H 0.55453 -2.38797 -0.91998  0.24
26 H -3.16090 -0.69817 -1.87556  0.19
27 H 1.51977 1.63411 -2.26624  0.38
28 H 4.67649 0.78828 4.15410  0.31
29 H -3.36990 1.58437 -0.94392  -0.10
30 H -0.30200 0.32498 -1.72723  0.10
31 H -2.74512 3.04273 0.12123  0.20
32 H 3.17878 -0.87027 0.12629  0.32
33 H 8.17259 1.43313 1.42183  0.38
34 H -4.63170 2.87966 1.67867  0.26
35 H -3.72795 -1.56951 0.99636  0.23
36 H 4.19395 -0.23875 -2.10278  0.31
37 H -5.11101 0.26700 -1.18461  0.35
38 H 4.26287 1.64060 -1.74281  0.34
39 H -5.98513 2.70554 0.32192  0.31
40 H -3.06287 -2.63155 -1.84944  0.37
41 H -1.60812 -2.15891 0.60482  0.36
42 H -0.82049 -2.88061 -2.15250  0.31
43 H 5.15127 -0.77611 3.10472  0.37
44 H 2.69918 1.13833 -3.74712  0.32
45 H 2.08486 -1.56974 -2.52860  0.39
46 H 1.24893 -0.32412 3.02882  0.44
47 H -1.53794 -0.40648 -0.08695  0.03
48 H -6.05324 0.65843 1.83753  0.26
49 H -4.13051 3.31803 -1.20688  0.24
50 H -0.85611 -0.66933 -3.25569  0.30
51 H -4.89239 -2.66076 -0.00858  0.33
52 H -6.40963 -0.69452 -0.20139  0.34
53 H 2.93153 -2.35051 3.07121  0.32
54 H -4.16198 0.43061 1.75884  0.25

Its total charge is +1. The calculation puts the orbital gap at 7.2 eV.


C18H32NaO18 | the ωB97M-V functional and the def2-TZVPD basis

Each line ends with the Mulliken charge.
Atoms and positions in Å:
1 Na 0.31160 -0.11816 -0.37510  0.66
2 O -0.42383 2.07570 0.29490  0.13
3 O 1.77651 1.32311 -1.78162  -0.52
4 O 2.38892 -1.03103 0.35588  -0.13
5 O -3.58951 1.43218 0.08461  -0.23
6 O -1.11878 -2.86253 3.73149  -0.37
7 O 4.13421 -2.43632 0.54695  -0.38
8 O 3.52672 2.22848 -0.72149  -0.36
9 O -1.42945 3.85844 1.24297  -0.40
10 O 3.92474 1.08973 -2.46566  -0.39
11 O -3.90336 1.01415 -2.05856  -0.36
12 O -0.82206 -0.68771 3.64666  -0.19
13 O -0.38786 -2.12812 -1.60791  -0.27
14 O -2.09591 0.17213 -1.07818  -0.14
15 O 3.46307 -1.37629 2.28904  -0.44
16 O -1.35408 3.73884 -0.87751  -0.41
17 O -1.99743 -3.37792 -2.55666  -0.40
18 O -0.74612 -1.82442 1.74285  -0.39
19 O 0.02548 -3.89002 -2.96452  -0.38
20 C -1.38756 -2.42913 5.05977  -0.40
21 C 2.70954 -0.36681 2.93676  -0.28
22 C -0.91874 3.19133 -2.10461  -0.41
23 C 1.40068 -3.84708 -2.72302  -0.56
24 C -5.05381 1.78377 -1.69109  -0.48
25 C -0.74570 -3.04424 -2.29986  0.64
26 C 3.67657 0.15475 -3.50700  -0.43
27 C 2.71999 2.93691 0.18525  -0.33
28 C -1.34700 3.37047 2.57689  -0.67
29 C 4.21004 -2.64694 -0.85892  -0.19
30 C 2.96325 1.52794 -1.69701  0.80
31 C -4.78037 2.12292 -0.25204  -0.26
32 C -1.03159 3.11266 0.24226  0.51
33 C -3.05091 -2.49178 -2.21845  -0.54
34 C -3.07484 0.84556 -1.01559  0.46
35 C 3.24200 -1.60105 1.00837  0.66
36 C -0.88549 -1.80697 2.94120  0.53
37 C -1.03298 -0.93774 5.03866  -0.29
38 H -1.65443 3.41925 -2.87464  0.34
39 H -5.97187 1.20065 -1.81285  0.27
40 H -1.86241 -0.36451 5.45069  0.28
41 H 1.60147 -3.72722 -1.65532  0.19
42 H -0.36145 3.23599 3.02102  0.26
43 H -5.25917 2.61017 -2.37114  0.30
44 H 5.05625 -2.07257 -1.22493  0.33
45 H 1.73252 -0.73509 3.25723  0.01
46 H -2.41811 -2.66584 5.31938  0.29
47 H -4.00660 -2.93962 -2.47704  0.31
48 H -4.69616 3.20901 -0.18842  0.24
49 H 3.22743 0.65954 -4.35916  0.33
50 H -0.89300 2.09902 -2.13000  0.00
51 H 1.95467 -3.06433 -3.24875  0.22
52 H 3.29561 -0.13077 3.82131  0.36
53 H 4.58752 -0.36840 -3.77710  0.26
54 H -2.99000 -2.19300 -1.17516  0.19
55 H 0.07617 3.49776 -2.42071  0.28
56 H -1.96834 3.97312 3.23049  0.30
57 H 4.32876 -3.71177 -1.05647  0.30
58 H 2.51513 0.52551 2.34332  0.04
59 H 1.85027 -4.79482 -3.01570  0.35
60 H 3.42260 3.44355 0.84476  0.33
61 H -5.53875 1.70668 0.40854  0.32
62 H -1.80135 2.37356 2.51321  0.27
63 H 3.28317 -2.41171 -1.37547  -0.26
64 H -0.18858 -0.74012 5.69636  0.31
65 H -2.96944 -1.62871 -2.88488  0.28
66 H 2.12216 3.78551 -0.17406  0.29
67 H 2.97482 -0.60753 -3.15945  0.03
68 H 1.97301 2.31927 0.68316  -0.09
69 H -0.71783 -2.97740 5.72208  0.26

Its total charge is +1. The calculation puts the orbital gap at 11.3 eV.


Calculated values (eV) of energy for the records, taken in order: -299641.48758; -35582.59070; -60453.37874.
Calculated values (eV/Å) of maximum force for the records, taken in order: 0.95; 10.36; 2.03.